{"formula": "C43H56F9N2O33", "method": "ωB97M-V with the def2-TZVPD basis set", "lumo_ev": -3.81, "total_charge": 1, "orbital_gap_ev": 7.8, "species": ["C", "C", "O", "C", "C", "O", "C", "C", "C", "C", "C", "O", "O", "C", "O", "C", "C", "N", "C", "C", "C", "O", "C", "N", "H", "H", "H", "H", "H", "H", "H", "H", "H", "H", "H", "H", "H", "H", "H", "H", "H", "H", "H", "H", "H", "H", "H", "H", "H", "H", "H", "H", "H", "C", "C", "O", "C", "O", "O", "F", "H", "H", "H", "C", "C", "O", "C", "O", "O", "F", "H", "H", "H", "C", "C", "O", "C", "O", "O", "F", "H", "H", "H", "C", "C", "O", "C", "O", "O", "F", "H", "H", "H", "C", "C", "O", "C", "O", "O", "F", "H", "H", "H", "C", "C", "O", "C", "O", "O", "F", "H", "H", "H", "C", "C", "O", "C", "O", "O", "F", "H", "H", "H", "C", "C", "O", "C", "O", "O", "F", "H", "H", "H", "C", "C", "O", "C", "O", "O", "F", "H", "H", "H"], "positions_angstrom": [[5.590, 3.034, 0.461], [5.035, 3.485, -0.863], [3.868, 2.740, -1.201], [3.921, 2.035, -2.416], [3.065, 2.720, -3.457], [1.689, 2.488, -3.156], [0.993, 1.747, -4.113], [-0.082, 0.989, -3.406], [0.072, -0.271, -2.935], [-0.937, -0.903, -2.259], [-0.709, -2.329, -1.807], [-1.766, -3.175, -2.256], [-1.736, -3.106, -3.677], [-2.130, -0.204, -2.030], [-3.192, -0.674, -1.345], [-3.233, -0.148, 0.012], [-4.074, 1.108, 0.048], [-5.386, 0.908, -0.533], [-5.689, 1.743, -1.677], [-5.551, 3.245, -1.489], [-6.699, 3.979, -2.187], [-4.317, 3.632, -2.148], [-2.240, 1.056, -2.550], [-1.232, 1.619, -3.209], [4.918, 3.278, 1.269], [6.499, 3.601, 0.637], [5.857, 1.987, 0.441], [5.798, 3.470, -1.633], [4.728, 4.523, -0.754], [4.932, 1.858, -2.772], [3.460, 1.068, -2.231], [3.262, 3.786, -3.429], [3.323, 2.374, -4.453], [1.611, 1.031, -4.645], [0.505, 2.432, -4.809], [1.021, -0.753, -3.099], [-0.618, -2.422, -0.733], [0.184, -2.658, -2.324], [-2.530, -2.607, -3.914], [-3.659, -0.869, 0.692], [-2.227, 0.087, 0.341], [-4.184, 1.366, 1.099], [-3.514, 1.916, -0.418], [-6.109, 0.925, 0.165], [-5.130, 1.429, -2.549], [-6.723, 1.545, -1.924], [-5.441, 3.514, -0.443], [-7.510, 4.144, -1.492], [-7.020, 3.374, -3.020], [-6.314, 4.899, -2.608], [-4.170, 4.568, -1.994], [-3.130, 1.637, -2.401], [-1.356, 2.561, -3.553], [-2.119, -3.393, 2.705], [-1.406, -2.141, 3.146], [-1.987, -1.886, 4.407], [-2.371, -3.095, 4.923], [-2.646, -3.298, 6.053], [-2.378, -4.037, 3.952], [-1.673, -1.100, 2.305], [-3.065, -3.165, 2.208], [-1.522, -4.022, 2.066], [-0.326, -2.241, 3.260], [0.799, -7.347, -1.796], [-0.281, -6.362, -1.406], [-0.097, -6.255, -0.010], [1.227, -6.492, 0.250], [1.768, -6.214, 1.262], [1.819, -7.063, -0.827], [-1.515, -6.845, -1.661], [0.463, -8.378, -1.690], [1.172, -7.195, -2.805], [-0.185, -5.371, -1.857], [-9.617, 4.354, -5.198], [-10.037, 5.807, -5.248], [-10.618, 5.995, -3.970], [-10.014, 5.125, -3.115], [-10.067, 5.185, -1.935], [-9.328, 4.176, -3.805], [-10.968, 6.032, -6.202], [-10.428, 3.688, -5.492], [-8.741, 4.142, -5.807], [-9.216, 6.513, -5.378], [2.917, -5.192, -3.224], [4.097, -4.832, -4.099], [3.756, -3.515, -4.525], [2.988, -2.965, -3.564], [2.751, -1.802, -3.471], [2.530, -3.906, -2.708], [4.194, -5.637, -5.174], [2.097, -5.609, -3.812], [3.171, -5.875, -2.418], [5.056, -4.805, -3.581], [-1.069, -5.527, 8.190], [-2.170, -5.975, 9.124], [-1.637, -7.161, 9.672], [-0.272, -7.038, 9.665], [0.467, -7.722, 10.280], [0.099, -6.012, 8.859], [-3.320, -6.270, 8.452], [-1.152, -6.001, 7.212], [-1.027, -4.449, 8.062], [-2.403, -5.277, 9.928], [-3.157, -8.041, 6.203], [-3.641, -9.157, 5.307], [-2.485, -9.455, 4.543], [-1.398, -9.142, 5.308], [-0.292, -9.493, 5.083], [-1.771, -8.370, 6.361], [-4.630, -8.747, 4.473], [-3.245, -7.066, 5.719], [-3.664, -8.011, 7.157], [-3.968, -10.054, 5.834], [-3.117, 4.680, 1.839], [-3.010, 5.973, 1.062], [-3.339, 6.939, 2.031], [-2.979, 6.432, 3.255], [-2.876, 7.064, 4.242], [-2.751, 5.093, 3.154], [-3.916, 6.029, 0.045], [-4.141, 4.300, 1.845], [-2.447, 3.904, 1.475], [-2.016, 6.181, 0.664], [10.527, 2.480, -1.690], [9.370, 3.404, -1.388], [9.278, 3.332, 0.026], [10.541, 3.056, 0.490], [10.877, 3.184, 1.615], [11.335, 2.633, -0.519], [8.202, 2.956, -1.926], [10.203, 1.442, -1.778], [11.078, 2.762, -2.582], [9.530, 4.436, -1.693], [9.385, 6.566, 0.426], [10.616, 7.050, -0.309], [10.305, 8.399, -0.568], [9.459, 8.821, 0.427], [9.207, 9.948, 0.663], [8.962, 7.751, 1.100], [10.789, 6.395, -1.494], [8.602, 6.237, -0.261], [9.599, 5.768, 1.133], [11.541, 6.992, 0.266]], "atomic_forces_ev_per_a": [[0.504, 0.317, -0.290], [-0.489, 0.451, 0.473], [0.398, -0.161, -0.120], [-0.658, -0.099, 0.217], [0.461, 0.016, 0.058], [0.096, 0.062, 0.126], [-0.314, 0.235, 0.090], [0.606, 0.966, -0.536], [0.537, -0.371, -0.037], [-0.595, -0.656, 0.854], [-0.450, 0.162, -1.230], [-0.196, 0.174, 0.548], [0.413, -0.166, -0.279], [0.002, -0.091, -0.039], [0.395, -0.660, 0.458], [-0.288, 0.567, -0.250], [-0.182, -0.278, 0.458], [0.568, -0.065, -0.287], [-0.794, -0.222, 0.781], [0.351, 0.637, -1.136], [0.788, -0.413, 0.450], [0.471, -0.486, 0.050], [-0.567, 0.432, 0.161], [-0.324, 0.138, 0.016], [-0.326, -0.240, 0.242], [0.277, 0.049, 0.141], [-0.076, -0.297, 0.148], [0.038, -0.325, -0.335], [-0.061, 0.290, -0.102], [0.292, 0.170, -0.043], [0.055, -0.371, -0.015], [-0.138, 0.315, 0.026], [-0.116, -0.208, -0.251], [0.251, -0.027, -0.194], [0.086, -0.005, -0.505], [0.111, -0.221, -0.023], [-0.150, -0.157, 0.246], [0.502, -0.156, 0.327], [-0.217, -0.044, 0.270], [-0.097, -0.586, -0.283], [0.298, -0.121, 0.077], [0.192, 0.198, 0.287], [-0.180, 0.315, -0.096], [-0.155, 0.138, 0.000], [0.267, -0.030, -0.234], [-0.301, -0.137, -0.083], [-0.272, -0.034, 0.304], [-0.392, 0.179, -0.084], [-0.328, -0.105, -0.236], [-0.196, 0.469, 0.164], [-0.050, 0.187, 0.076], [-0.090, 0.279, -0.200], [0.037, 0.134, -0.070], [-0.125, -0.181, -0.082], [-0.248, 0.134, 0.095], [0.246, -0.187, 0.021], [-0.150, -0.086, 0.078], [-0.004, 0.105, 0.098], [0.048, 0.066, -0.100], [0.101, 0.029, 0.156], [0.043, 0.139, 0.041], [0.204, -0.357, -0.039], [0.025, 0.124, -0.119], [0.122, -0.093, -0.120], [-0.190, -0.305, 0.017], [0.268, 0.276, -0.037], [-0.129, 0.043, 0.332], [0.012, -0.015, -0.052], [-0.135, -0.028, -0.219], [-0.040, 0.056, 0.034], [-0.125, 0.044, 0.079], [0.112, -0.029, 0.105], [-0.130, -0.017, -0.092], [0.209, -0.172, -0.075], [-0.327, -0.122, -0.038], [0.369, 0.024, 0.032], [-0.131, -0.067, 0.111], [-0.003, -0.025, 0.055], [-0.145, 0.176, -0.273], [0.003, 0.019, 0.069], [-0.115, 0.134, -0.028], [0.115, -0.015, 0.174], [-0.051, 0.055, -0.090], [0.118, -0.174, 0.224], [-0.190, -0.122, -0.226], [0.190, 0.064, 0.298], [0.056, -0.031, -0.084], [-0.116, 0.028, -0.036], [0.017, -0.058, -0.118], [-0.029, 0.084, -0.044], [0.120, 0.119, -0.192], [-0.011, 0.226, 0.134], [0.043, -0.027, -0.065], [0.102, 0.326, -0.106], [0.010, -0.247, -0.193], [0.048, 0.264, 0.187], [0.105, -0.141, -0.120], [-0.008, -0.058, 0.000], [-0.218, 0.000, 0.022], [0.089, 0.117, 0.219], [-0.118, -0.105, 0.040], [0.151, 0.010, 0.126], [-0.149, 0.028, -0.056], [-0.091, -0.070, 0.077], [0.106, 0.243, -0.293], [-0.019, -0.188, 0.324], [0.116, 0.075, -0.100], [0.007, 0.056, -0.048], [-0.176, -0.025, -0.063], [0.050, -0.034, -0.019], [-0.087, -0.061, -0.125], [0.156, -0.113, 0.139], [-0.109, -0.006, -0.059], [0.112, -0.238, 0.022], [-0.283, 0.050, 0.147], [0.326, -0.107, -0.024], [-0.105, -0.003, 0.140], [-0.050, 0.021, 0.008], [-0.030, 0.072, -0.204], [0.012, -0.005, -0.044], [-0.057, 0.122, -0.096], [0.122, 0.028, 0.164], [-0.057, 0.015, -0.166], [0.176, -0.030, -0.185], [-0.255, -0.309, 0.122], [0.344, 0.243, -0.326], [0.039, -0.174, 0.168], [-0.038, 0.059, 0.052], [-0.196, 0.049, -0.072], [0.050, 0.013, 0.046], [-0.145, 0.033, 0.035], [0.165, 0.079, 0.129], [-0.114, 0.017, -0.102], [0.008, -0.211, 0.337], [-0.220, 0.115, -0.222], [0.134, -0.051, 0.297], [-0.137, 0.042, -0.030], [-0.037, 0.041, -0.053], [0.138, -0.034, -0.171], [0.007, 0.034, 0.034], [0.089, 0.052, -0.137], [-0.057, 0.136, 0.173], [0.073, -0.115, -0.111]], "lowdin_charge": [-0.0613, -0.2717, -0.1314, -0.1908, -0.1541, -0.0988, -0.1430, -0.1504, 0.0852, -0.0460, -0.0989, -0.1229, 0.0060, -0.2052, -0.0096, -0.1310, -0.2053, -0.0288, -0.1779, -0.3810, -0.0256, -0.0817, 0.0676, 0.1932, 0.0769, 0.0650, 0.0819, 0.0960, 0.1177, 0.1278, 0.1227, 0.1332, 0.1258, 0.1401, 0.1384, 0.1082, 0.1482, 0.1076, 0.1129, 0.1196, 0.1180, 0.1283, 0.0974, 0.1191, 0.1169, 0.1237, 0.1299, 0.0872, 0.0700, 0.0857, 0.0721, 0.1079, 0.1934, -0.0498, -0.3011, 0.1394, -0.5365, 0.1909, 0.0808, 0.0500, 0.1449, 0.1341, 0.1782, -0.0441, -0.3207, 0.1270, -0.5398, 0.1982, 0.0570, 0.0939, 0.1534, 0.1168, 0.1570, -0.0465, -0.3146, 0.1413, -0.5476, 0.1849, 0.0394, 0.0848, 0.1460, 0.1383, 0.1739, -0.0434, -0.2911, 0.1544, -0.5407, 0.1471, 0.0701, 0.0991, 0.1384, 0.1351, 0.1808, -0.0561, -0.2973, 0.1276, -0.5403, 0.1961, 0.0801, 0.0547, 0.1291, 0.1317, 0.1750, -0.0602, -0.3059, 0.1303, -0.5437, 0.1910, 0.0590, 0.0736, 0.1427, 0.1255, 0.1752, -0.0691, -0.3125, 0.1379, -0.5313, 0.2109, 0.0749, 0.0609, 0.1385, 0.1333, 0.1746, -0.0410, -0.3076, 0.1011, -0.5510, 0.1940, 0.0847, 0.0620, 0.1464, 0.1442, 0.1482, -0.0617, -0.3017, 0.1348, -0.5371, 0.2004, 0.0807, 0.0577, 0.1407, 0.1323, 0.1791]}